Record 1
Molecular formula: C6H14N4O
Method: DFT, the ωB97M-V functional and the def2-TZVPD basis

The calculation puts the largest force on an atom at 0.0894 Eh/bohr. For the total energy, the calculation gives -14435.9001 eV. The charge is +2. The value obtained for the HOMO-LUMO gap (spin up / spin down) is 8.70 / 7.29 eV. Its HOMO energy (spin up / spin down) is -17.02 / -16.56 eV. Its LUMO energy (spin up / spin down) is -8.31 / -9.27 eV. The energy relative to the best compared isomer or geometry (same formula, charge and spin) comes out at 87.8 kcal per mole.

Element x y z (Å)
1 C -2.406 0.107 0.597
2 C -0.469 -0.721 -0.483
3 C -2.775 1.309 1.358
4 C -1.409 1.748 2.031
5 C -0.337 1.337 1.027
6 C 2.211 -0.381 -1.206
7 N -0.958 0.173 0.347
8 N 2.377 -0.587 -2.488
9 N -1.062 -1.779 -0.946
10 N 3.186 -1.308 -0.404
11 O -3.017 -0.833 0.168
12 H -3.087 1.908 0.596
13 H -3.384 1.115 2.196
14 H -1.564 2.751 2.238
15 H -1.355 1.433 3.010
16 H -0.203 2.120 0.232
17 H 0.436 0.919 1.601
18 H 1.730 0.468 -0.725
19 H 2.616 0.164 -3.133
20 H 2.056 -1.316 -3.090
21 H -0.696 -2.080 -1.828
22 H -1.981 -1.952 -0.454
23 H 2.786 -1.405 0.507
24 H 3.243 -2.266 -0.696
25 H 4.063 -0.926 -0.453



Record 2
Molecular formula: C6H14N4O2
Method: DFT, the ωB97M-V functional and the def2-TZVPD basis

The calculation puts the largest force on an atom at 0.0514 Eh/bohr. For the total energy, the calculation gives -16504.4765 eV. The structure (SMILES) is [H]/N=C(/N)NCCC[C@H](N)C(=O)O. The value obtained for the HOMO-LUMO gap is 9.54 eV. Its HOMO energy is -9.08 eV. Its LUMO energy is 0.46 eV. The energy relative to the best compared isomer or geometry (same formula, charge and spin) comes out at 28.6 kcal per mole.

Element x y z (Å)
1 C 2.445 0.670 0.347
2 C 3.031 -0.730 0.014
3 C 1.075 0.963 -0.334
4 C -0.021 -0.036 0.115
5 C -1.467 0.411 -0.180
6 C -3.752 -0.180 -0.043
7 H 4.078 1.939 0.571
8 H 3.968 1.284 -0.842
9 H 2.201 0.691 1.449
10 H 0.852 2.029 -0.243
11 H 1.213 0.870 -1.453
12 H 0.172 -1.049 -0.222
13 H 0.082 -0.058 1.271
14 H -1.679 1.323 0.318
15 H -1.567 0.698 -1.292
16 H -2.220 -1.490 0.097
17 H -4.120 -1.785 -0.986
18 H -3.800 1.411 1.239
19 H -5.048 1.381 0.117
20 H 1.784 -1.452 1.345
21 N 3.372 1.737 -0.110
22 N -2.457 -0.560 0.358
23 N -4.581 -0.913 -0.690
24 N -4.162 1.014 0.392
25 O 3.934 -0.930 -0.760
26 O 2.441 -1.735 0.692



Record 3
Molecular formula: C6H14N4O6PS2
Method: DFT, the ωB97M-V functional and the def2-TZVPD basis

The calculation puts the largest force on an atom at 0.1636 Eh/bohr. For the total energy, the calculation gives -55650.6589 eV. The charge is -1. The value obtained for the HOMO-LUMO gap is 7.31 eV. Its HOMO energy is -5.14 eV. Its LUMO energy is 2.17 eV.

Element x y z (Å)
1 C 0.754 -1.413 3.844
2 N -0.546 -1.921 3.263
3 C -0.340 -2.507 1.887
4 S -1.088 -1.465 0.485
5 O -1.675 -2.527 -0.525
6 O -2.337 -0.636 0.950
7 N 0.085 -0.548 -0.420
8 S 0.693 0.834 0.441
9 O -0.062 1.209 1.736
10 O 0.536 2.064 -0.537
11 P 2.833 0.746 0.847
12 N 3.145 -0.730 1.433
13 O 3.775 1.045 -0.632
14 O 3.201 1.975 2.072
15 H 1.641 -2.189 3.767
16 H 0.569 -1.240 4.998
17 H 1.139 -0.402 3.400
18 H -1.319 -1.221 3.303
19 H 0.781 -2.815 1.684
20 H -0.938 -3.540 1.871
21 H 2.234 -1.226 1.446
22 H 4.229 0.141 -0.775
23 H 2.892 1.574 2.952
24 N -2.561 1.755 -4.719
25 C -1.529 2.461 -4.159
26 C -1.152 1.818 -3.001
27 C -1.982 0.680 -2.862
28 C -2.841 0.664 -3.938
29 H -3.040 2.000 -5.576
30 H -1.153 3.359 -4.630
31 H -0.363 2.133 -2.331
32 H -1.956 -0.049 -2.063
33 H -3.626 -0.027 -4.213



Record 4
Molecular formula: C6H14NO
Method: DFT, the ωB97M-V functional and the def2-TZVPD basis

The calculation puts the largest force on an atom at 0.0824 Eh/bohr. For the total energy, the calculation gives -9981.4543 eV. The charge is -1. The value obtained for the HOMO-LUMO gap is 6.92 eV. Its HOMO energy is -2.84 eV. Its LUMO energy is 4.08 eV. The energy relative to the best compared isomer or geometry (same formula, charge and spin) comes out at 119.2 kcal per mole.

Element x y z (Å)
1 C 0.744 -1.249 0.641
2 N 0.282 -1.483 -0.689
3 C -1.490 -1.060 -0.568
4 C -2.518 0.109 -0.294
5 O -2.160 1.065 0.597
6 C 0.838 0.237 1.314
7 C 2.088 1.251 -0.752
8 C 0.863 1.253 0.143
9 H 1.700 -1.782 0.819
10 H 0.085 -1.884 1.309
11 H -0.506 -0.708 -1.199
12 H -1.567 -1.517 0.422
13 H -1.934 -1.754 -1.282
14 H -3.433 -0.416 0.091
15 H -2.734 0.503 -1.322
16 H 1.772 0.180 1.868
17 H -0.073 0.378 1.887
18 H 1.874 1.218 -1.820
19 H 2.661 0.336 -0.558
20 H 2.843 2.016 -0.569
21 H 0.050 1.060 -0.543
22 H 0.616 2.247 0.504